Entry a
Entry from the Open Molecules 2025 dataset: one molecule with the formula C7H11N (wB97M-V/def2-TZVPD).

Values from the calculation:
LUMO energy, eV: 1.185
Highest occupied orbital energy, eV: -8.5362
Molecular weight, g/mol: 109.17
Net charge: 0

Structure (XYZ):
```
19
C7H11N wB97M-V/def2-TZVPD
C 0.24380 0.33155 1.05146
C 0.31270 1.21885 -0.14987
C 1.20861 0.86589 -1.30515
C -0.34902 0.50587 -1.30615
C -0.71115 -0.83520 -0.98010
C 0.07910 -1.93698 -0.53780
C -0.47142 -0.91948 0.54036
H -0.42849 -0.06522 3.00029
H -0.47727 1.68495 2.77090
H 1.34429 0.03815 1.28299
H -0.06619 2.24104 0.02079
H 1.86561 1.55009 -1.89174
H 1.74439 -0.22124 -1.09328
H -0.68384 1.30624 -1.99559
H -1.65712 -1.02687 -1.36218
H -0.45965 -2.84712 -0.43977
H 1.15256 -1.96117 -0.68721
H -1.20289 -0.95965 1.24190
N -0.42960 0.69683 2.18234
```

---

Entry b
Entry from the Open Molecules 2025 dataset: one molecule with the formula C7H11N (wB97M-V/def2-TZVPD).

Values from the calculation:
LUMO energy (spin up / spin down), eV: -0.115 / -0.116
Highest occupied orbital energy (spin up / spin down), eV: -7.0209 / -7.0343
Molecular weight, g/mol: 109.17
Net charge: 0

Structure (XYZ):
```
19
C7H11N wB97M-V/def2-TZVPD
C -1.37127 1.27272 -0.09881
C -0.11947 1.87159 -0.27984
C -1.54232 0.05958 0.51082
C 1.44608 0.11151 0.00108
C -2.78799 -0.71724 0.34881
C 2.59779 -0.27377 0.87166
C 0.99052 -0.92362 -0.98443
N 1.02878 1.31599 0.02820
H -2.21465 1.91194 -0.36760
H -0.06334 2.89626 -0.62204
H -3.51260 -0.30791 -0.36782
H -3.26122 -0.79633 1.33100
H -2.52467 -1.73431 0.04661
H 3.54014 -0.14329 0.33344
H 2.51202 -1.31949 1.15651
H 2.63114 0.34958 1.76046
H 0.59683 -1.78579 -0.45060
H 1.84052 -1.25452 -1.58109
H 0.21370 -0.53289 -1.63637
```

---

Verdict on stability: entry b comes out on top.

---

Entry a
Entry from the Open Molecules 2025 dataset: one molecule with the formula C4H5NO (wB97M-V/def2-TZVPD).

Values from the calculation:
LUMO energy, eV: 0.474
Highest occupied orbital energy, eV: -9.3554
Molecular weight, g/mol: 83.09
Net charge: 0

Structure (XYZ):
```
11
C4H5NO wB97M-V/def2-TZVPD
C -1.52481 -0.25324 0.11919
C -0.18690 0.35508 -0.22737
C 0.50627 1.11439 0.84156
O 1.73443 0.60512 0.78143
C 1.80823 -0.40106 -0.19242
N 0.75273 -0.59816 -0.81740
H -1.40550 -1.01697 0.88416
H -1.95597 -0.71772 -0.76690
H -2.19607 0.51560 0.50273
H -0.33775 1.21523 -0.91649
H 2.75970 -0.90532 -0.29552
```

---

Entry b
Entry from the Open Molecules 2025 dataset: one molecule with the formula C4H5NO (wB97M-V/def2-TZVPD).

Values from the calculation:
LUMO energy, eV: -0.116
Highest occupied orbital energy, eV: -7.5937
Molecular weight, g/mol: 83.09
Net charge: 0

Structure (XYZ):
```
11
C4H5NO wB97M-V/def2-TZVPD
O 1.96623 0.24359 0.13751
C 0.63531 -0.06688 0.33051
C -0.14987 -1.20798 -0.24263
C -1.45324 -0.87833 -0.53188
C -1.42732 0.53723 -0.29367
N -0.27661 1.02354 0.17618
H 2.22236 -0.14341 -0.70622
H 0.31373 -2.19644 -0.21338
H 0.46988 -0.53337 1.33033
H -2.24355 1.24720 -0.42918
H -0.05690 1.97485 0.44242
```

---

Verdict on stability: entry a comes out on top.

---

Entry a
Entry from the Open Molecules 2025 dataset: one molecule with the formula C5H8O (wB97M-V/def2-TZVPD).

Values from the calculation:
LUMO energy, eV: 0.935
Highest occupied orbital energy, eV: -9.3127
Molecular weight, g/mol: 84.12
Net charge: 0

Structure (XYZ):
```
14
C5H8O wB97M-V/def2-TZVPD
C -2.17597 0.09940 0.36951
O -1.87051 -1.13225 -0.23833
C -0.64551 -1.21780 -0.94169
C 0.38727 -0.24121 -0.57577
C 1.31990 0.38285 -0.13784
C 2.47940 0.97157 0.51688
H -2.30815 0.90825 -0.36318
H -3.11390 -0.06953 0.90035
H -1.40579 0.40055 1.09035
H -0.21129 -2.19219 -0.68984
H -0.81984 -1.21077 -2.02664
H 2.33571 0.95236 1.59792
H 3.35298 0.35376 0.29680
H 2.67570 1.99502 0.20149
```

---

Entry b
Entry from the Open Molecules 2025 dataset: C5H8O as an isolated structure (wB97M-V/def2-TZVPD).

Values from the calculation:
LUMO energy, eV: 1.061
Highest occupied orbital energy, eV: -9.1924
Molecular weight, g/mol: 84.12
Net charge: 0

Structure (XYZ):
```
14
C5H8O wB97M-V/def2-TZVPD
C 1.48761 -0.47439 -0.56607
C 0.17373 -0.04002 0.03565
C -0.83374 -0.94915 0.70152
C -1.25228 -0.08947 -0.44272
O -1.54884 1.22749 0.00592
C -0.17362 1.39486 0.40890
H 1.37820 -0.81487 -1.60152
H 1.95963 -1.27940 0.00639
H 2.18313 0.37295 -0.57760
H -0.70499 -2.00636 0.47814
H -1.21368 -0.72788 1.69829
H -1.70744 -0.43353 -1.36780
H -0.07368 1.69348 1.46030
H 0.32597 2.12629 -0.23941
```

---

Entry c
Entry from the Open Molecules 2025 dataset: one molecule with the formula C5H8O (wB97M-V/def2-TZVPD).

Values from the calculation:
LUMO energy, eV: 0.995
Highest occupied orbital energy, eV: -9.6752
Molecular weight, g/mol: 84.12
Net charge: 0

Structure (XYZ):
```
14
C5H8O wB97M-V/def2-TZVPD
C -1.05253 0.07183 -0.44776
C 0.00436 -1.06673 -0.40727
C 1.19082 -0.48672 0.39574
C 0.98819 1.01387 0.15114
C -0.22480 1.30643 -0.29883
H -1.55893 0.07322 1.43862
H -1.62289 0.03605 -1.39136
H -0.45757 -1.99397 0.00228
H 0.34219 -1.31220 -1.42349
H 2.17418 -0.88571 0.05537
H 1.12011 -0.74008 1.48128
H 1.76658 1.69103 0.43447
H -0.63403 2.27563 -0.58083
O -2.03569 0.01734 0.59062
```

---

Verdict on stability: entry c comes out on top.